C21H44N3OP2Tb as an isolated structure in a non-equilibrium geometry, computed with ωB97M-V/def2-TZVPD.

Structure (XYZ):
```
72
Properties=species:S:1:pos:R:3:forces:R:3:lowdin_charge:R:1
H -1.723185 -0.165219 2.750258 0.2 0.0 0.5 0.03
C -2.542663 -3.375390 -1.440065 0.0 -0.1 -0.2 -0.09
H 2.386033 -3.319608 -1.467099 -0.2 0.4 -0.2 0.09
H -2.603781 -4.181239 -0.693863 0.0 0.3 -0.3 0.08
C -1.159731 -3.286554 -2.112700 0.3 0.1 -0.4 -0.56
C 0.587152 -5.035721 0.378767 0.0 -0.3 0.4 -0.09
H 0.251970 -4.439955 -3.322238 -0.2 -0.1 0.2 0.08
H 1.680918 -2.460180 -2.843615 -0.1 0.0 0.3 0.09
H -2.846292 2.534702 -0.662220 0.1 0.3 0.0 0.05
H -0.648597 -5.430466 -2.130559 0.0 0.3 -0.2 0.07
N 0.874256 -0.124048 2.060574 0.2 -0.1 1.2 -0.08
H -0.301192 5.552099 0.746134 0.2 -0.2 0.0 0.08
C 1.785635 2.631356 -1.432233 -0.3 0.2 -0.4 -0.29
C 0.340714 -0.205132 3.292941 0.5 0.0 -0.4 -0.38
H -0.597933 -3.700765 2.515397 -0.2 0.1 -0.1 0.10
N 1.316267 -0.269749 4.207766 0.6 0.0 -0.1 0.14
H -0.299333 -5.594900 0.048904 0.2 0.2 0.0 0.08
C 2.269892 -0.138462 2.233416 -0.5 0.0 0.2 -0.10
H -1.455536 5.227909 -2.951989 0.2 0.1 0.1 0.09
C -1.162037 3.531660 -1.687797 0.3 -0.1 -0.4 -0.56
H 3.251161 -0.885152 -2.194095 -0.2 -0.4 0.2 0.12
H -3.282529 3.848218 -1.761752 0.1 0.0 0.3 0.10
H 3.218104 -1.387617 -0.512100 -0.2 0.2 -0.2 0.11
H -0.645625 5.659640 -1.435297 0.0 -0.3 -0.2 0.07
C -0.709962 4.892883 -2.218234 -0.3 0.2 -0.2 -0.09
C -2.544839 3.536871 -1.009780 0.0 0.2 -0.2 -0.10
H -1.103268 2.014161 1.953875 0.1 0.2 -0.1 0.02
H 0.875689 5.242039 2.023946 0.0 0.1 -0.3 0.09
H 0.254468 4.823875 -2.740445 -0.2 0.1 0.2 0.08
H 1.204230 2.950063 1.394644 -0.2 0.0 -0.1 0.11
C 0.585402 4.955725 1.002170 0.0 0.2 0.4 -0.09
H 3.245618 1.155333 -2.069937 -0.2 0.3 0.2 0.12
P 0.099529 -2.566826 -0.996052 0.1 0.0 0.4 0.92
H 3.214894 1.444537 -0.338161 -0.2 -0.2 -0.2 0.11
H 0.876890 -5.447166 1.356907 0.0 0.0 -0.3 0.09
C -0.871248 3.093202 1.932335 0.0 0.2 0.2 -0.11
C 2.551877 -0.229558 3.558828 -0.5 0.0 -0.2 -0.02
H -1.341978 0.632208 4.313426 0.0 -0.4 -0.3 0.11
C 2.558422 -1.133243 -1.367147 0.7 0.1 0.0 -0.32
C -2.797142 -0.020792 0.432302 -5.4 0.0 0.1 -0.01
H -2.604928 4.242183 -0.167798 0.0 -0.2 -0.3 0.08
H 2.378764 3.478064 -1.044732 -0.2 -0.3 -0.2 0.09
C 1.792513 -2.431984 -1.747597 -0.3 -0.1 -0.4 -0.29
H -1.345750 -1.157172 4.198969 0.0 0.4 -0.2 0.11
H -1.231310 -2.501009 -2.890345 0.0 -0.3 0.2 0.10
O -3.952633 -0.020516 0.479356 4.7 0.0 -0.1 0.14
H 1.204417 -3.094147 1.020632 -0.2 0.0 -0.1 0.11
H 2.926421 -0.080532 1.375216 0.0 0.0 0.2 0.09
C 0.300147 -3.545752 0.570983 0.2 0.2 -0.4 -0.54
H 1.416951 -5.227202 -0.315098 -0.3 0.1 0.1 0.08
N 1.762135 0.068416 -1.101975 -0.8 0.0 0.4 -0.38
H -1.106750 -2.232786 1.681829 0.1 -0.2 -0.1 0.02
C -0.873035 -3.301305 1.530269 0.0 -0.3 0.2 -0.11
H -0.983932 0.135281 -2.883980 0.5 -0.1 -0.2 0.05
H 1.173800 -0.338115 5.214721 0.1 0.0 -0.5 0.19
H 3.487769 -0.269858 4.086014 0.0 0.0 0.1 0.13
H -3.280330 -3.588599 -2.225568 0.1 0.0 0.3 0.10
C -1.100803 -0.224940 3.660686 -0.3 0.0 0.0 0.00
H -1.788683 3.637168 1.666758 0.3 -0.2 0.1 0.08
C 0.298756 3.453171 1.006369 0.2 -0.2 -0.4 -0.54
H -0.238445 0.066906 -3.053584 -0.6 0.1 0.3 0.07
H -1.234048 2.850310 -2.558672 0.0 0.2 0.2 0.10
H -1.788914 -3.810264 1.198092 0.3 0.2 0.2 0.08
P 0.092596 2.670106 -0.669099 0.1 0.1 0.4 0.92
H -1.459689 -4.809244 -3.579606 0.2 -0.1 0.1 0.09
H -0.594462 3.370821 2.958077 -0.2 0.0 -0.2 0.10
C 2.554188 1.296681 -1.217178 0.7 -0.1 0.0 -0.32
C -0.711864 -4.571506 -2.811104 -0.3 -0.2 -0.2 -0.09
H -2.843609 -2.424747 -0.969191 0.1 -0.3 -0.1 0.05
H 1.414684 5.233581 0.337703 -0.3 -0.1 0.1 0.08
H 1.672635 2.795449 -2.516111 -0.1 0.0 0.3 0.09
Tb -0.128854 0.002806 -0.049225 0.8 -0.1 0.1 1.18
```
Positions in Å, forces in eV/Å.

Properties
Max |F| ... 5.4 eV Å⁻¹
Energy ... -2572.73666 a.u.
⟨S²⟩ ... 12.68
Spin multiplicity ... 7
Gap between HOMO and LUMO (alpha / beta) ... 7.1 / 7.3 eV
Charge ... +2